19
Properties=species:S:1:pos:R:3 method="wB97M-V/def2-TZVPD" spin_multiplicity=1 smiles=C[C@@H](N)[C@@H](N)CO e_above_lowest_ev=1.662
C -0.317 0.608 -0.531
C 0.087 -0.505 0.413
C 0.993 1.640 -0.661
C -1.193 -1.599 0.514
N -1.475 1.371 -0.106
N 1.272 -1.246 0.010
O 2.078 1.568 0.238
H 2.300 0.629 0.386
H -0.497 0.232 -1.543
H 0.227 -0.124 1.429
H -1.357 1.703 0.850
H -2.332 0.833 -0.177
H 1.499 -1.940 0.721
H 1.091 -1.753 -0.856
H 1.393 1.493 -1.669
H 0.669 2.688 -0.646
H -1.799 -1.601 -0.397
H -0.804 -2.614 0.652
H -1.835 -1.384 1.374



19
Properties=species:S:1:pos:R:3 method="wB97M-V/def2-TZVPD" spin_multiplicity=1 smiles=NCCNCCO e_above_lowest_ev=3.793
N 0.161 -1.231 3.131
C -0.107 -1.531 1.705
C -0.639 -0.256 0.885
N -0.763 -0.482 -0.536
C -0.227 0.223 -1.760
C 0.562 1.561 -1.728
O 1.068 1.622 -3.125
H -0.634 -0.731 3.539
H 1.102 -0.864 3.337
H 0.938 -1.724 1.312
H -0.681 -2.470 1.702
H 0.250 0.530 1.073
H -1.657 0.130 1.452
H -1.808 -0.780 -0.691
H -1.125 0.514 -2.427
H 0.547 -0.527 -2.259
H 1.129 1.594 -0.850
H -0.070 2.479 -1.738
H 1.952 1.942 -3.020



19
Properties=species:S:1:pos:R:3 method="wB97M-V/def2-TZVPD" spin_multiplicity=1 smiles=CC[C@](C)(O)NN e_above_lowest_ev=1.620
C 0.227 -0.015 0.186
C -0.886 0.944 -0.199
C 0.597 -0.994 -0.927
C -2.242 0.191 -0.528
N 1.410 0.906 0.429
N 2.548 0.331 1.050
O -0.071 -0.700 1.392
H -0.726 -1.381 1.213
H 1.146 1.700 1.008
H 3.022 -0.257 0.371
H 2.278 -0.244 1.851
H -0.579 1.512 -1.075
H -1.072 1.620 0.637
H 0.877 -0.445 -1.822
H -0.241 -1.647 -1.160
H 1.435 -1.611 -0.608
H -2.580 -0.393 0.325
H -3.000 0.940 -0.744
H -2.143 -0.455 -1.397



19
Properties=species:S:1:pos:R:3 method="wB97M-V/def2-TZVPD" spin_multiplicity=1 e_above_lowest_ev=1.319
C 1.308 -0.398 0.298
C 1.613 -1.888 0.245
N 2.516 0.338 0.559
O 0.682 -0.049 -0.931
H 0.403 0.875 -0.887
H 0.617 -0.185 1.131
H 3.189 0.181 -0.184
H 2.338 1.333 0.623
H 2.191 -2.102 -0.652
H 0.690 -2.458 0.209
H 2.189 -2.170 1.122
C -2.609 0.110 -0.408
C -1.913 1.179 0.369
N -1.506 2.292 -0.049
H -1.732 2.486 -1.023
H -1.693 0.956 1.414
H -1.844 -0.549 -0.821
H -3.264 -0.482 0.223
H -3.173 0.532 -1.239



19
Properties=species:S:1:pos:R:3 method="wB97M-V/def2-TZVPD" spin_multiplicity=1 smiles="C=C(N)CCN.O" e_above_lowest_ev=2.170
C 0.326 -0.718 0.352
C 0.111 0.612 1.095
C -0.253 1.779 0.192
C -1.524 2.200 0.218
N 0.698 2.439 -0.585
N -0.559 -1.791 0.757
H 0.218 -0.509 -0.721
H 1.400 -0.943 0.428
H 0.870 0.925 1.821
H -0.766 0.550 1.740
H -1.866 3.091 -0.323
H -2.396 1.886 0.771
H 1.606 2.016 -0.604
H 0.327 2.729 -1.470
H -1.408 -1.626 0.268
H -0.206 -2.693 1.039
H 1.020 -2.661 -1.206
H 1.289 -3.670 -2.370
O 1.113 -3.618 -1.400



19
Properties=species:S:1:pos:R:3 method="wB97M-V/def2-TZVPD" spin_multiplicity=1 smiles=NCNCCCO e_above_lowest_ev=2.900
C 0.539 0.879 0.114
C 1.023 -0.010 -1.088
C 0.177 0.200 -2.260
O 0.052 1.454 -2.846
N -0.496 0.255 0.883
C -0.248 -0.948 1.849
N -1.285 -1.134 2.769
H 1.380 1.121 0.735
H -0.032 1.756 -0.375
H 1.185 -1.067 -0.830
H 1.985 0.408 -1.455
H -0.869 0.038 -1.805
H 0.492 -0.488 -3.072
H 0.184 2.082 -2.169
H -1.305 -0.056 0.349
H -0.039 -1.842 1.046
H 0.706 -0.928 2.388
H -1.289 -0.268 3.366
H -2.161 -1.453 2.402



19
Properties=species:S:1:pos:R:3 method="wB97M-V/def2-TZVPD" spin_multiplicity=1 smiles="C=C(N)CCN.O" e_above_lowest_ev=1.687
C -0.374 0.126 -0.994
C -0.223 0.828 0.361
C -0.822 0.107 1.522
C -0.188 -0.098 2.661
N -2.200 -0.289 1.334
N 0.586 -0.977 -1.167
H -1.418 -0.106 -1.185
H -0.090 0.906 -1.709
H -0.648 1.843 0.318
H 0.830 1.098 0.502
H -0.533 -0.743 3.465
H 0.760 0.335 2.887
H -2.755 0.516 1.599
H -2.390 -1.042 1.985
H 1.323 -0.746 -0.509
H 0.256 -1.888 -0.890
H 2.088 -0.364 -2.649
H 2.267 1.132 -2.973
O 2.755 0.306 -2.866



19
Properties=species:S:1:pos:R:3 method="wB97M-V/def2-TZVPD" spin_multiplicity=1 smiles="CC(C)C.NN=O" e_above_lowest_ev=3.514
C -0.859 -0.582 -0.352
C -0.724 0.691 -1.134
C -0.120 -0.452 1.145
C -2.311 -0.978 -0.134
H -0.321 -1.388 -0.856
H 0.337 1.035 -1.020
H -1.380 1.474 -0.763
H -0.872 0.527 -2.198
H -2.860 -0.173 0.356
H -0.559 0.410 1.639
H -0.395 -1.371 1.667
H 0.966 -0.446 1.234
H -2.794 -1.195 -1.093
H -2.383 -1.864 0.495
N 2.913 1.202 0.564
N 2.223 0.581 -0.387
O 2.717 -0.445 -0.824
H 2.597 2.125 0.818
H 3.827 0.849 0.844



19
Properties=species:S:1:pos:R:3 method="wB97M-V/def2-TZVPD" spin_multiplicity=1 smiles=C[C@H](N)CNCO e_above_lowest_ev=2.313
C 1.073 -0.190 -0.119
N 0.535 -0.668 -1.406
C -0.824 -0.367 -1.862
O -1.068 -1.110 -3.010
C 0.025 0.481 0.806
C 0.767 0.977 2.049
N -1.072 -0.441 1.220
H 1.805 0.600 -0.340
H 1.595 -1.054 0.293
H 1.103 -0.647 -2.237
H -0.911 0.734 -2.059
H -1.504 -0.482 -1.024
H -1.582 -1.890 -2.786
H -0.220 1.288 0.122
H 0.194 1.611 2.718
H 1.679 1.541 1.751
H 1.291 0.074 2.376
H -1.909 0.146 1.284
H -0.976 -0.604 2.223



19
Properties=species:S:1:pos:R:3 method="wB97M-V/def2-TZVPD" spin_multiplicity=1 smiles=NC[C@H](N)CCO e_above_lowest_ev=1.378
N -1.330 0.852 -0.174
C -0.305 -0.159 0.144
C 1.095 0.339 -0.223
C 1.724 1.234 0.803
O 2.471 2.322 0.196
C -0.650 -1.434 -0.616
N -1.969 -1.913 -0.229
H -2.208 0.377 0.024
H -1.295 1.542 0.541
H 1.807 2.809 -0.306
H -0.429 -0.415 1.203
H 0.933 0.829 -1.170
H 1.658 -0.566 -0.469
H 1.019 1.693 1.506
H 2.456 0.726 1.425
H 0.188 -2.132 -0.501
H -0.775 -1.140 -1.668
H -2.425 -2.364 -1.005
H -1.964 -2.600 0.517



19
Properties=species:S:1:pos:R:3 method="wB97M-V/def2-TZVPD" spin_multiplicity=1 smiles=NCCCNCO e_above_lowest_ev=1.719
C -0.113 0.700 0.900
C 1.373 0.891 0.484
C 1.646 0.709 -1.012
N 1.150 -0.459 -1.714
N -0.505 -0.705 1.024
C -1.861 -1.035 0.694
O -2.338 -0.277 -0.440
H -0.689 1.271 0.166
H -0.284 1.151 1.880
H 1.965 0.370 1.243
H 1.573 1.942 0.730
H 2.715 0.806 -1.205
H 1.170 1.569 -1.493
H 0.152 -0.448 -1.859
H 1.342 -1.312 -1.187
H 0.140 -1.330 0.604
H -2.513 -0.956 1.566
H -1.849 -2.085 0.379
H -3.074 -0.805 -0.759



19
Properties=species:S:1:pos:R:3 method="wB97M-V/def2-TZVPD" spin_multiplicity=1 smiles=NCNCCCO e_above_lowest_ev=1.575
C -0.267 -0.841 0.004
C 0.261 -0.936 -1.447
C 1.421 0.018 -1.670
O 2.562 -0.336 -0.881
N -1.226 0.235 0.127
C -1.810 0.455 1.409
N -1.016 1.350 2.292
H -0.773 -1.776 0.223
H 0.582 -0.747 0.686
H -0.574 -0.660 -2.084
H 0.594 -1.961 -1.587
H 1.201 1.059 -1.447
H 1.739 -0.010 -2.723
H 2.810 -1.221 -1.189
H -0.994 1.060 -0.394
H -2.821 0.866 1.309
H -1.901 -0.484 1.906
H -1.373 2.293 2.325
H -1.006 0.980 3.231



Result set for highest occupied orbital energy: -8.97, -8.26, -9.07, -9.63, -8.17, -8.53, -9.15, -9.52, -8.10, -9.40, -8.74, -8.53 eV, one per record in the order listed.
Result set for strongest force on any atom: 3.984, 3.952, 2.074, 0.864, 1.745, 4.826, 1.032, 2.805, 2.443, 1.714, 1.697, 1.649 eV Å⁻¹, one per record in the order listed.